(1)
DFT (ωB97M-V/def2-TZVPD) results for a 2-piece molecular cluster, C4H11N3O overall.

Last column: Mulliken charge in e.
Element x y z (Å)
C -1.40 2.10 -0.29  -1.080
C -0.59 1.02 -0.96  0.666
C 0.44 1.31 -1.75  -1.027
N -1.01 -0.29 -0.67  -0.494
H -1.37 2.01 0.80  0.272
H -2.43 2.09 -0.64  0.301
H -1.01 3.07 -0.59  0.347
H 1.09 0.55 -2.17  0.272
H 0.77 2.33 -1.85  0.262
H -1.97 -0.52 -0.88  0.168
H -0.40 -1.02 -1.01  0.305
N 1.10 -0.50 1.71  -0.396
C 1.43 -1.79 1.38  0.475
N 0.44 -2.49 0.71  -0.406
O 2.52 -2.26 1.61  -0.624
H 0.39 0.00 1.20  0.215
H 1.93 0.02 1.94  0.252
H 0.60 -3.48 0.67  0.217
H -0.50 -2.15 0.77  0.274

Its total energy is -10844.8479 eV. The orbital gap is 0.35628 Ha. The value obtained for the largest force on an atom is 0.015 Eh/bohr. The energy relative to the best compared isomer or geometry (same formula, charge and spin) comes out at 8.4 kcal per mole. Its net charge is 0. The value obtained for the LUMO energy is 0.75 eV.

---

(2)
DFT (ωB97M-V/def2-TZVPD) results for a 2-piece molecular cluster, C4H11N3O overall.

Last column: Mulliken charge in e.
Element x y z (Å)
C 0.33 -1.33 1.56  -0.796
C 0.36 -0.24 2.60  0.572
N 1.58 0.03 3.14  -0.401
O -0.62 0.40 2.90  -0.604
H 0.96 -2.18 1.83  0.364
H 0.67 -0.93 0.61  0.181
H -0.70 -1.65 1.44  0.214
H 1.60 0.69 3.90  0.245
H 2.33 -0.65 3.12  0.202
C -0.23 1.08 -1.93  -0.236
C -0.98 0.09 -2.37  -0.154
N -0.70 -1.28 -2.17  -0.496
N -0.63 2.43 -2.15  -0.600
H 0.65 0.90 -1.31  0.279
H -1.86 0.36 -2.95  0.308
H -0.60 -1.83 -3.01  0.225
H -1.29 -1.73 -1.49  0.203
H 0.15 3.02 -2.42  0.257
H -1.01 2.83 -1.29  0.238

Its total energy is -10843.8294 eV. The orbital gap is 0.36876 Ha. The value obtained for the largest force on an atom is 0.019 Eh/bohr. The energy relative to the best compared isomer or geometry (same formula, charge and spin) comes out at 31.9 kcal per mole. Its net charge is 0. The value obtained for the LUMO energy is 0.88 eV.

---

(3)
DFT (ωB97M-V/def2-TZVPD) results for a 2-piece molecular cluster, C4H11N3O2 overall.

Last column: Mulliken charge in e.
Element x y z (Å)
C 2.56 -0.37 -2.77  -1.018
C 1.73 -0.36 -1.51  0.743
O 0.71 -1.19 -1.50  -0.455
O 2.13 0.25 -0.53  -0.663
H 2.18 0.33 -3.52  0.257
H 2.45 -1.34 -3.20  0.321
H 3.56 -0.11 -2.50  0.308
C -2.46 -0.61 0.36  -1.128
C -0.70 0.42 1.59  0.567
N -1.05 -0.36 0.64  -0.461
N -1.56 1.12 2.42  -0.519
N 0.61 0.71 1.80  -0.327
H 0.01 -1.02 -0.82  0.511
H -2.44 -1.40 -0.39  0.277
H -2.99 0.25 -0.05  0.353
H -2.55 1.00 2.27  0.217
H -1.30 2.08 2.60  0.220
H 1.34 0.41 1.18  0.259
H 0.78 1.10 2.68  0.164
H -3.02 -0.91 1.25  0.374

Its total energy is -12892.5813 eV. The orbital gap is 0.35011 Ha. The value obtained for the largest force on an atom is 0.031 Eh/bohr. The energy relative to the best compared isomer or geometry (same formula, charge and spin) comes out at 5.7 kcal per mole. Its net charge is 0. The value obtained for the LUMO energy is 0.87 eV.

---

(4)
DFT (ωB97M-V/def2-TZVPD) results for a 2-piece molecular cluster, C4H11N3O2 overall.

Last column: Mulliken charge in e.
Element x y z (Å)
C -0.63 2.51 0.41  -1.385
C 2.37 -1.44 0.24  -0.279
C -0.94 1.01 0.18  0.442
C -0.16 0.50 -1.03  -0.716
N 2.18 -1.09 1.41  -0.615
N -0.49 0.29 1.39  -0.694
N -0.46 -0.44 -1.85  0.741
O 0.53 -0.81 -2.86  -0.425
O -1.57 -1.05 -1.93  -0.713
H -0.76 2.78 1.50  0.329
H 0.46 2.61 0.15  0.329
H -1.32 3.02 -0.09  0.429
H 1.67 -2.09 -0.28  0.247
H 3.35 -1.24 -0.14  0.332
H -2.11 0.80 0.10  0.356
H 0.87 0.87 -1.23  0.392
H -0.07 -1.15 -3.51  0.352
H 1.35 -1.62 1.95  0.273
H -0.88 -0.56 1.39  0.257
H 0.48 0.25 1.44  0.350

Its total energy is -12886.1513 eV. The orbital gap is 0.35857 Ha. The value obtained for the largest force on an atom is 0.098 Eh/bohr. The energy relative to the best compared isomer or geometry (same formula, charge and spin) comes out at 154.0 kcal per mole. Its net charge is 0. The value obtained for the LUMO energy is 0.77 eV.

---

(5)
DFT (ωB97M-V/def2-TZVPD) results for a 2-piece molecular cluster, C4H11N3O2 overall.

Last column: Mulliken charge in e.
Element x y z (Å)
C 2.03 -0.74 -0.30  -0.688
C 1.42 -1.23 -1.61  0.617
O 0.96 -0.17 -2.25  -0.500
O 1.29 -2.35 -1.98  -0.551
H 2.98 -0.35 -0.50  0.317
H 2.27 -1.50 0.41  0.303
H 1.33 -0.03 0.27  0.066
C -0.88 0.59 2.24  -0.806
C -1.23 0.49 -0.21  0.609
N -1.63 -0.40 -1.05  -0.696
N -1.79 0.35 1.11  -0.375
N -0.40 1.60 -0.41  -0.471
H -2.42 -1.13 -1.03  0.204
H 0.02 -0.36 -2.59  0.321
H -2.26 -0.59 1.20  0.272
H 0.01 2.16 0.20  0.254
H 0.37 1.55 -1.21  0.301
H -0.47 1.60 2.04  0.278
H -0.17 -0.18 2.44  0.272
H -1.43 0.70 3.23  0.273

Its total energy is -12890.3509 eV. The orbital gap is 0.35203 Ha. The value obtained for the largest force on an atom is 0.153 Eh/bohr. The energy relative to the best compared isomer or geometry (same formula, charge and spin) comes out at 57.2 kcal per mole. Its net charge is 0. The value obtained for the LUMO energy is 0.68 eV.

---

(6)
DFT (ωB97M-V/def2-TZVPD) results for a 2-piece molecular cluster, C4H11N3O2 overall.

Last column: Mulliken charge in e.
Element x y z (Å)
C 3.13 -0.18 -0.43  -0.751
C 1.33 1.34 -0.81  0.431
N 1.95 0.58 -0.02  -0.391
N 1.42 1.57 -2.15  -0.430
N -0.03 1.64 -0.25  -0.482
H -1.91 -0.08 2.40  0.322
H 3.52 0.35 -1.33  0.309
H 2.87 -1.25 -0.60  0.207
H 1.58 2.53 -2.47  0.199
H 0.99 0.98 -2.85  0.188
H -0.03 1.26 0.69  0.230
H -0.17 2.65 -0.10  0.235
H 4.02 -0.17 0.22  0.260
C -1.47 -2.43 0.52  -0.965
C -2.10 -1.16 0.93  0.680
O -1.26 -0.51 1.77  -0.442
O -3.19 -0.71 0.66  -0.551
H -1.52 -2.56 -0.57  0.296
H -2.25 -3.22 0.72  0.304
H -0.47 -2.77 0.67  0.352

Its total energy is -12890.3772 eV. The orbital gap is 0.35741 Ha. The value obtained for the largest force on an atom is 0.097 Eh/bohr. The energy relative to the best compared isomer or geometry (same formula, charge and spin) comes out at 56.6 kcal per mole. Its net charge is 0. The value obtained for the LUMO energy is 0.73 eV.

---

(7)
DFT (ωB97M-V/def2-TZVPD) results for a 2-piece molecular cluster, C4H11N3O2 overall.

Last column: Mulliken charge in e.
Element x y z (Å)
C 1.33 2.13 1.62  -0.868
C 1.30 0.96 -0.44  0.506
N 0.63 1.66 0.41  -0.465
N 0.62 0.44 -1.52  -0.359
N 2.70 0.88 -0.58  -0.570
H -1.20 -0.45 1.29  0.322
H 2.33 2.57 1.41  0.299
H 1.37 1.34 2.39  0.246
H 1.15 0.17 -2.33  0.229
H -0.26 0.02 -1.29  0.202
H 3.08 1.78 -0.30  0.285
H 3.24 0.20 -0.07  0.228
H 0.74 3.01 1.82  0.292
C -2.93 -2.32 -0.71  -0.979
C -1.76 -1.77 0.02  0.728
O -1.76 -0.53 0.51  -0.440
O -0.93 -2.57 0.42  -0.564
H -3.44 -1.63 -1.39  0.320
H -3.66 -2.73 -0.01  0.270
H -2.51 -3.17 -1.26  0.317

Its total energy is -12891.3537 eV. The orbital gap is 0.34815 Ha. The value obtained for the largest force on an atom is 0.065 Eh/bohr. The energy relative to the best compared isomer or geometry (same formula, charge and spin) comes out at 34.0 kcal per mole. Its net charge is 0. The value obtained for the LUMO energy is 0.72 eV.

---

(8)
DFT (ωB97M-V/def2-TZVPD) results for a 2-piece molecular cluster, C4H11N3O2 overall.

Last column: Mulliken charge in e.
Element x y z (Å)
C -2.05 -2.29 1.14  -0.885
C -0.57 -2.52 0.71  0.635
O 0.28 -2.07 1.71  -0.557
O -0.02 -2.61 -0.36  -0.490
H -2.65 -2.53 0.24  0.281
H -2.40 -1.33 1.54  0.342
H -2.16 -3.14 1.88  0.282
C 0.13 3.25 -1.90  -1.079
C 0.60 1.52 -0.27  0.373
N -0.25 1.84 0.71  -0.585
N 0.26 1.88 -1.69  -0.278
N 1.71 0.57 -0.04  -0.468
H -0.96 2.53 0.34  0.234
H 0.11 -1.09 2.14  0.381
H 0.99 1.66 -2.46  0.282
H 2.64 0.90 0.44  0.248
H 1.41 -0.34 0.28  0.210
H 0.91 3.89 -1.74  0.389
H -0.66 3.74 -1.38  0.333
H -0.05 3.35 -2.96  0.353

Its total energy is -12889.0698 eV. The orbital gap is 0.35946 Ha. The value obtained for the largest force on an atom is 0.104 Eh/bohr. The energy relative to the best compared isomer or geometry (same formula, charge and spin) comes out at 86.7 kcal per mole. Its net charge is 0. The value obtained for the LUMO energy is 0.54 eV.